{"formula": "C30H62BClN3O7Si2", "method": "ωB97M-V/def2-TZVPD", "e_homo_ev": -10.279, "homo_lumo_gap_ev": 7.996, "e_above_lowest_kcal_mol": 168.6, "energy_ev": -79865.722, "e_lumo_ev": -2.283, "charge": 1, "elements": ["H", "H", "C", "H", "H", "H", "H", "H", "H", "C", "O", "H", "H", "H", "B", "O", "H", "O", "H", "H", "H", "C", "Cl", "C", "C", "C", "C", "H", "H", "H", "H", "H", "H", "C", "C", "H", "C", "H", "H", "H", "C", "H", "H", "C", "H", "C", "H", "H", "H", "H", "H", "O", "H", "H", "H", "O", "H", "C", "H", "C", "C", "C", "O", "C", "H", "H", "C", "Si", "H", "C", "H", "H", "C", "H", "H", "C", "N", "H", "H", "C", "C", "H", "C", "H", "H", "H", "H", "Si", "C", "H", "H", "N", "C", "H", "C", "H", "C", "H", "C", "N", "H", "H", "O", "H", "H", "H"], "xyz": [[1.90924, 5.45001, -7.61719], [1.72109, -6.68990, 5.41809], [-5.76225, -5.35094, 4.16817], [1.48877, 2.97041, -6.30105], [-2.03052, -8.03287, 2.58160], [-3.13133, -0.92836, 1.19846], [1.21198, -3.54784, -0.59319], [-0.72736, 0.65151, -0.35948], [3.13988, 2.69401, -7.82409], [1.15639, -1.10410, -0.69959], [-3.82339, -7.94818, 4.63325], [0.43133, 4.65744, -1.09763], [0.32452, 8.63999, -4.86422], [0.46162, 4.79807, -4.40274], [-3.13007, -6.93919, 3.86030], [2.46936, -1.76702, -0.66927], [2.63034, -5.55739, 3.53643], [1.45674, -3.38564, 4.89735], [0.60793, -1.49204, -1.63449], [-0.08611, 2.21116, -1.16413], [0.57342, -1.31267, 0.28875], [3.89303, 4.66325, -7.35068], [-1.09394, -2.91315, 7.01724], [0.29528, 6.61650, -5.59814], [-0.34993, -5.72352, 5.84516], [0.56995, 2.01515, 1.03174], [0.18129, 1.37106, -0.42020], [-2.45430, -1.68876, 3.44584], [1.76532, -5.32657, 6.70571], [2.91401, -3.69657, -1.45931], [3.86022, 4.94591, -2.45638], [2.65633, 2.79605, -4.99467], [-3.93018, -3.38241, -0.38814], [0.91646, 7.72620, -4.76490], [3.12219, 5.31594, -4.41007], [-2.38016, 1.08053, 2.98336], [-1.46743, -2.05609, 3.90261], [-1.50013, -0.37243, 5.41346], [0.38900, 6.88428, -6.65593], [2.80167, 6.30941, -4.11329], [0.86618, -4.33576, 4.30083], [0.99300, -5.89108, 2.57775], [-4.92626, -1.77681, -0.02898], [0.75348, 5.16788, -5.38191], [4.13562, 5.42891, -4.80656], [2.72670, 5.51199, -6.89308], [0.94592, 7.47878, -3.70245], [1.07772, -6.99498, 7.15892], [4.38654, 2.69924, -6.58931], [1.39098, 1.42586, 1.57415], [0.01711, 1.28285, 4.29187], [-1.31335, -6.11235, 6.57511], [-0.41953, 2.93746, 2.82969], [0.76030, 0.05297, 3.12997], [1.31835, 3.37017, -3.08147], [-5.95621, -3.31022, 1.72609], [-2.46830, -4.12026, 1.95220], [-7.03035, -5.58593, 4.46856], [3.81426, 3.52180, -3.43619], [-0.75612, -0.80001, 4.62338], [2.42812, 3.35456, -5.89883], [-0.24674, 0.36057, 3.62802], [-1.94253, -7.16023, 3.05274], [-4.08432, -2.49884, 0.33152], [0.17449, -1.12436, 5.24670], [0.66760, 5.70640, -2.48497], [-0.75357, 2.28262, 1.94665], [-3.85816, -5.09863, 3.87137], [-0.78231, 6.62819, -5.39478], [1.66708, -5.09199, 3.09141], [-7.95803, -6.18609, 4.81690], [4.81707, 4.96341, -6.84903], [1.18873, 5.08002, -1.76233], [0.20969, 4.56314, -6.11521], [1.69354, 0.75896, -2.00176], [-1.33700, 0.87049, 2.55450], [2.24141, 4.85701, -5.58540], [-6.18054, -3.55682, 0.79866], [1.92553, 7.96921, -5.10739], [3.51771, 3.24743, -6.96046], [3.22856, 4.41138, -3.17754], [2.01851, -4.29373, 2.33648], [-3.60568, -4.30297, 2.14638], [4.06834, 4.75998, -8.42318], [-1.54947, 2.87159, 1.35810], [1.84306, 5.72134, -1.16349], [-3.88890, -7.61080, 5.57102], [-1.67249, -3.60445, 5.04734], [-4.52855, -3.01567, 1.83107], [-1.31517, 0.13410, 1.67138], [2.99296, 6.55305, -6.70301], [-2.85264, -1.66018, 0.50469], [1.46759, 0.48429, -0.89632], [-2.09340, -2.20867, 0.93897], [2.31299, -3.21832, -0.58871], [-0.79540, -2.41281, 3.01730], [1.97341, 3.95981, -2.43226], [-4.41822, -2.20216, 2.63250], [1.14006, -6.21572, 6.30289], [-0.48409, -4.87991, 4.61819], [2.82755, -3.56753, 0.38839], [2.38047, 0.70218, -0.22014], [-3.30309, -4.14788, 5.21766], [-3.90538, -5.11747, 1.36393], [2.29474, 3.27291, -1.64089], [1.03264, 3.05883, 0.78375]], "forces_ev_per_a": [[0.0, 0.0, 0.3], [-1.1, 0.9, 1.4], [-6.5, -1.1, 1.8], [0.0, 0.3, 0.2], [0.5, 0.9, 0.9], [0.6, -0.8, -0.8], [1.7, 0.5, -0.1], [1.4, 1.3, 0.0], [0.0, 0.0, 0.2], [0.9, 0.9, -0.7], [2.0, 1.8, -0.4], [0.1, 0.1, 0.0], [0.1, -0.1, 0.0], [0.2, 0.1, 0.1], [1.1, -1.8, 0.8], [-1.9, -0.7, 0.1], [-1.7, 0.7, -0.7], [-3.2, -3.8, -2.3], [0.4, 0.5, 1.6], [0.5, -1.3, 1.1], [0.9, 0.4, -1.7], [0.4, 0.3, 0.0], [-0.6, -0.6, -1.3], [0.0, 0.1, -0.1], [-0.8, -2.5, 2.7], [-1.1, 1.2, -0.8], [0.9, -0.7, 0.8], [1.4, -0.8, 0.7], [-1.2, -1.4, -0.8], [-1.3, 0.7, 1.4], [0.0, 0.1, -0.3], [-0.1, 0.2, 0.0], [-0.2, 1.4, 1.1], [0.1, 0.2, 0.1], [0.2, 0.0, 0.1], [1.5, -0.7, -0.5], [0.8, 0.4, -0.8], [1.2, -0.6, -1.5], [0.0, -0.1, 0.1], [-0.3, 0.0, -0.2], [3.4, 1.8, -0.1], [1.3, 1.5, 1.0], [1.5, -1.4, 0.4], [-0.1, 0.1, -0.1], [-0.2, -0.1, -0.1], [0.0, 0.0, 0.3], [0.0, 0.0, 0.0], [-0.3, 1.4, -1.6], [-0.1, 0.0, 0.0], [-1.5, 0.7, -0.8], [-0.4, -1.6, -1.0], [3.1, 2.0, -3.7], [-0.6, -0.9, -1.2], [-1.9, 0.4, 0.7], [0.0, 0.0, 0.0], [1.0, -0.3, -0.1], [-1.9, -0.1, 0.3], [6.5, -0.4, -1.1], [0.0, 0.1, 0.0], [0.5, 0.2, 0.7], [-0.2, 0.1, 0.1], [-0.4, 0.4, 0.7], [-2.9, -1.2, 0.2], [-0.3, 1.0, 1.8], [-1.7, 0.3, -1.2], [0.0, 0.1, 0.0], [0.7, -0.6, 0.3], [-2.0, 1.1, 0.8], [0.1, -0.3, -0.1], [-0.5, 0.2, 0.4], [2.0, 1.7, -0.9], [-0.1, 0.1, -0.1], [-0.1, 0.0, 0.0], [0.3, 0.0, 0.1], [-0.1, -0.9, 1.8], [1.8, 1.0, -0.7], [-0.2, -0.2, -0.5], [0.5, 0.2, 1.0], [0.0, 0.0, 0.1], [0.3, -0.6, -0.1], [0.1, -0.5, -0.1], [-0.7, -1.2, 1.2], [-0.2, 0.0, -0.7], [-0.1, 0.1, 0.1], [1.2, -1.0, 0.7], [-0.1, -0.1, -0.1], [-0.3, -0.4, -1.4], [-1.5, 1.5, 1.8], [0.0, -0.5, -2.3], [-0.6, 1.0, 1.4], [-0.2, -0.1, 0.0], [-0.6, 0.0, 0.2], [-0.8, -0.2, 0.1], [-0.7, 0.3, -0.2], [1.0, -0.3, 0.2], [-1.1, 0.7, 1.3], [0.0, 0.0, 0.2], [-0.2, -1.1, -1.3], [0.2, 0.2, -0.2], [1.1, 0.2, 2.7], [-1.0, 0.5, -1.5], [-1.4, -0.2, -1.3], [2.3, -0.1, -2.3], [0.5, 1.3, 1.4], [0.0, 0.0, -0.2], [-0.6, -1.7, 0.6]]}